Density functional theory data (the ωB97M-V functional and the def2-TZVPD basis) for a molecular structure, C37H32N2O2P2SV.

Geometry as XYZ:
```
77
Properties=species:S:1:pos:R:3:forces:R:3:lowdin_charge:R:1
V 0.5188 0.0106 1.0850 -0.2 0.0 0.0 0.71
O 2.6267 -1.2459 -1.6908 0.1 -0.3 -0.3 -0.27
S 2.1209 -0.8459 -0.4083 -0.4 0.2 0.3 0.88
C 2.8360 0.6028 0.3128 0.0 -0.2 0.1 -0.38
C 4.0766 0.6510 0.9552 0.1 0.0 0.0 0.00
C 4.5249 1.8575 1.4586 0.0 0.0 0.0 0.03
C 3.7344 3.0042 1.3510 0.0 0.0 0.0 0.03
C 2.5004 2.9609 0.7224 -0.1 0.0 0.0 -0.01
C 2.0385 1.7712 0.1488 0.0 0.2 0.0 -0.35
P 0.4134 1.6509 -0.6834 0.1 -0.2 0.1 1.08
C 0.5755 1.5061 -2.4418 -0.1 0.0 0.0 -0.36
C -0.6169 1.5923 -3.1783 0.0 0.1 0.0 -0.10
C -0.5637 1.5572 -4.5584 0.0 0.0 0.0 -0.03
C 0.6661 1.4343 -5.2018 0.0 0.0 0.0 0.00
C 1.8451 1.3489 -4.4703 0.0 0.0 0.0 -0.01
C 1.8078 1.3810 -3.0867 0.1 0.0 0.1 -0.07
C -0.6522 2.9988 -0.2356 0.0 0.1 -0.1 -0.37
C -1.7310 2.8003 0.6320 -0.1 0.0 0.0 -0.13
C -2.5835 3.8558 0.9190 0.0 0.0 0.0 -0.05
C -2.3584 5.1046 0.3457 0.0 0.0 0.0 0.00
C -1.2972 5.2985 -0.5339 0.0 0.0 0.0 -0.01
C -0.4492 4.2466 -0.8394 0.0 0.0 0.0 -0.06
C 1.9869 -2.0690 0.8851 0.0 0.1 -0.1 -0.35
C 3.0448 -2.5698 1.6342 0.0 -0.1 0.1 0.00
C 2.7768 -3.4732 2.6542 0.0 0.0 0.0 0.04
C 1.4640 -3.8436 2.9540 0.0 0.0 0.0 0.03
C 0.4025 -3.3448 2.2166 0.0 0.0 0.0 -0.01
C 0.6400 -2.4720 1.1434 0.0 -0.2 -0.2 -0.38
P -0.6767 -1.9600 -0.0020 0.2 0.3 0.2 1.12
C -2.2966 -2.1664 0.6437 0.1 0.0 0.1 -0.35
C -2.6272 -1.6777 1.9229 -0.1 0.0 0.0 -0.09
C -3.9011 -1.8669 2.4126 0.0 0.0 0.0 -0.03
C -4.8555 -2.5246 1.6313 0.0 0.0 0.0 0.02
C -4.5358 -2.9943 0.3619 0.0 0.0 0.0 0.00
C -3.2608 -2.8161 -0.1444 0.0 0.0 0.0 -0.03
C -0.4222 -2.5269 -1.6416 0.1 -0.1 -0.1 -0.39
C 0.2826 -3.7209 -1.8700 0.0 0.1 0.1 -0.05
C 0.4196 -4.1848 -3.1631 0.0 0.0 -0.1 -0.01
C -0.1238 -3.4616 -4.2214 0.0 0.0 0.0 0.01
C -0.8177 -2.2742 -3.9952 0.0 -0.1 0.0 -0.02
C -0.9762 -1.8024 -2.7076 0.0 0.1 0.1 -0.08
H 4.7055 -0.2257 1.0158 0.0 0.0 0.0 0.13
H 5.4984 1.9173 1.9285 0.0 0.0 0.0 0.15
H 4.1015 3.9421 1.7491 0.0 0.0 0.0 0.15
H 1.9025 3.8595 0.6391 0.0 0.0 0.0 0.12
H -1.5729 1.7256 -2.6822 0.0 0.0 0.0 0.12
H -1.4731 1.6483 -5.1371 0.0 0.0 0.0 0.13
H 0.7040 1.4193 -6.2833 0.0 0.0 0.0 0.13
H 2.7961 1.2712 -4.9792 0.0 0.0 0.0 0.13
H 2.7373 1.3268 -2.5308 -0.1 0.0 0.0 0.11
H -1.9420 1.8158 1.0429 0.0 0.0 0.0 0.09
H -3.4411 3.7044 1.5617 0.0 0.0 0.0 0.13
H -3.0288 5.9250 0.5663 0.0 0.0 0.0 0.14
H -1.1433 6.2639 -0.9974 0.0 0.0 0.0 0.14
H 0.3473 4.3933 -1.5610 0.0 0.0 0.0 0.13
H 4.0675 -2.3041 1.4067 0.0 0.0 0.0 0.13
H 3.5973 -3.9024 3.2161 0.0 0.0 0.0 0.15
H 1.2748 -4.5547 3.7485 0.0 0.0 0.0 0.15
H -0.6078 -3.6767 2.4241 0.0 0.0 0.0 0.13
H -1.8911 -1.1680 2.5379 0.0 0.0 0.0 0.09
H -4.1650 -1.5115 3.3994 0.0 0.0 0.0 0.13
H -5.8539 -2.6718 2.0226 0.0 0.0 0.0 0.14
H -5.2774 -3.5111 -0.2325 0.0 0.0 0.0 0.14
H -3.0134 -3.2026 -1.1234 0.0 0.0 0.0 0.12
H 0.6961 -4.2970 -1.0514 0.0 0.0 0.0 0.12
H 0.9404 -5.1132 -3.3542 0.0 0.0 0.0 0.14
H -0.0109 -3.8323 -5.2321 0.0 0.0 0.0 0.14
H -1.2432 -1.7278 -4.8262 0.0 0.0 0.0 0.13
H -1.5272 -0.8854 -2.5325 0.0 -0.1 0.0 0.10
N -0.1334 0.6013 4.9849 0.0 0.0 -0.2 0.26
C -0.3425 1.2692 3.8629 0.0 0.2 0.3 -0.51
N -0.9333 2.4493 3.8529 0.1 -0.1 -0.1 0.27
O 0.0383 0.7466 2.7354 0.0 -0.2 -0.3 -0.15
H -0.4086 0.9607 5.8882 0.0 0.0 0.0 0.16
H 0.3477 -0.2824 4.9559 0.0 0.0 0.1 0.14
H -1.2409 2.9099 4.6975 0.0 0.0 0.0 0.16
H -1.0613 2.9245 2.9705 0.0 0.1 0.0 0.10
```
Forces are in eV/Å.

- Energy relative to the best compared isomer or geometry (same formula, charge and spin): 10.89 kcal per mole
- 2S+1: 2
- Net charge: +4
- Total energy: -3712.552655 a.u.
- LUMO energy (alpha / beta): -13.733 / -12.956 eV
- ⟨S²⟩: 1.239
- HOMO (alpha / beta): -19.316 / -19.288 eV

Density functional theory data (the ωB97M-V functional and the def2-TZVPD basis) for a molecular structure, C21H35BBeCl2FKLiN4Na2O8PS at a distorted geometry.

Geometry as XYZ:
```
79
Properties=species:S:1:pos:R:3:forces:R:3:lowdin_charge:R:1
N -3.7369 -2.3871 -3.2169 -0.4 -1.0 -2.2 -0.38
P -3.0048 -1.2343 -4.1420 -1.1 0.5 1.5 0.74
B -2.2517 0.0954 -2.9977 0.6 1.5 0.7 -0.75
C -3.2360 0.3672 -1.6881 -0.7 0.4 0.2 -0.20
C -3.2056 1.9333 -1.2512 0.1 0.0 -0.1 -0.19
C -2.4581 2.1738 0.1574 -0.4 0.7 -0.2 -0.22
C -3.0600 1.3116 1.3743 -0.9 1.3 -1.0 -0.23
S -1.7952 0.7883 2.6505 -2.6 -4.2 4.9 0.51
O -2.2489 -0.5558 3.1942 1.4 3.6 -2.4 -0.39
O -1.7277 1.7702 3.8622 -0.1 0.0 -1.9 -0.68
Cl 0.1622 0.5996 1.9010 -0.2 0.4 -1.0 0.26
C -0.7035 -0.1574 -2.5255 1.0 -0.6 0.1 -0.25
C -0.1140 -1.6287 -2.7845 1.7 0.3 2.0 -0.21
C -0.5693 -2.6981 -1.6352 -0.5 0.1 -1.0 -0.22
N 0.4361 -3.7869 -1.4290 -0.9 0.0 0.5 -0.12
C 1.4839 -3.4178 -0.4366 1.7 0.2 -0.6 -0.19
C 2.8212 -4.2944 -0.6648 2.0 -1.3 -0.2 -0.08
C 4.1844 -3.5799 -0.4033 0.1 -4.2 -1.2 -0.01
C 5.5050 -4.3589 -0.5944 -3.0 -1.6 -0.8 -0.05
C 5.5034 -5.8515 -1.0811 -3.4 2.1 0.7 -0.04
C 4.1406 -6.5760 -1.3454 0.5 3.6 1.3 0.00
C 2.7914 -5.7968 -1.1171 4.0 1.5 0.1 -0.18
O 1.5654 -6.5259 -1.3452 0.8 0.9 -0.5 -0.08
H -4.7346 -2.3189 -3.5194 0.8 -0.6 0.6 -0.04
H -2.0327 -1.8261 -5.0256 -0.2 0.2 -0.5 -0.06
H -4.0092 -0.5990 -4.9644 0.9 -0.5 -0.1 0.02
H -2.2623 1.1293 -3.6151 -0.1 0.0 -0.6 0.06
H -2.8341 -0.2888 -0.8367 -0.9 0.7 -1.0 0.09
H -4.3275 0.1200 -1.9182 1.4 0.1 0.7 0.09
H -4.2706 2.3816 -1.2402 1.7 -0.8 0.2 0.12
H -2.6205 2.5637 -2.0248 -0.9 -1.1 1.3 0.12
H -1.3388 2.0136 -0.0266 -1.5 0.0 0.5 0.07
H -2.5928 3.2900 0.4265 0.4 -1.5 -0.5 0.11
H -3.6077 0.3698 1.0252 1.1 1.1 0.7 0.12
H -3.8603 1.9556 1.9542 1.5 -1.5 -0.8 0.13
H -0.0265 0.6335 -2.9970 -0.7 -1.2 0.5 0.09
H -0.6632 0.0370 -1.3778 0.1 -0.4 -1.5 0.01
H -0.2628 -2.0387 -3.8418 0.0 0.6 1.4 0.07
H 1.0363 -1.5466 -2.6472 -1.7 -0.3 -0.5 0.10
H -1.5304 -3.1960 -2.0406 1.1 0.8 1.1 0.09
H -0.7605 -2.1937 -0.6200 -0.1 -0.3 -1.6 0.12
H -0.0786 -4.6114 -1.0604 0.7 0.8 -0.2 0.10
H 1.1430 -3.4290 0.6541 0.3 -0.2 -1.4 0.13
H 1.7973 -2.3246 -0.6620 -0.5 -1.7 0.4 0.08
H 4.1907 -2.4902 -0.0696 0.0 -1.7 -0.5 0.10
H 6.5012 -3.8532 -0.3765 -1.7 -0.8 -0.4 0.07
H 6.5232 -6.3643 -1.2107 -2.0 0.7 0.2 0.10
H 4.1385 -7.6724 -1.6825 -0.1 1.9 0.6 0.10
H 1.5524 -6.8784 -2.2666 0.8 0.4 1.1 0.08
C -3.3978 7.6535 1.4313 -0.1 0.0 -0.1 -0.06
C -2.3282 8.5273 1.2709 0.0 -0.2 0.1 -0.05
C -1.0604 8.1696 1.7230 -0.1 -0.2 0.0 -0.04
C -0.8603 6.9335 2.3270 0.2 -0.1 0.0 -0.06
C -1.9287 6.0583 2.4840 0.0 0.5 -0.3 -0.13
C -3.1996 6.4193 2.0403 0.4 -0.1 0.0 -0.10
H -4.3856 7.9340 1.0823 0.1 0.0 0.1 0.11
H -2.4819 9.4892 0.7938 0.0 -0.1 0.1 0.12
H -0.2286 8.8547 1.6036 -0.1 -0.1 0.0 0.12
H 0.1274 6.6533 2.6751 -0.1 0.1 0.1 0.11
H -1.7701 5.0933 2.9552 1.4 1.4 0.2 0.06
H -4.0363 5.7384 2.1680 -0.4 0.2 -0.1 0.09
Li -2.3774 -4.0472 -4.5313 -0.7 0.7 1.6 0.66
Na -2.9616 3.9204 2.8445 -1.0 -1.2 0.4 0.53
F -2.7659 -6.5620 -3.8153 -0.2 1.5 -1.5 -0.68
Na -0.8338 -6.5347 -3.4326 0.7 -0.4 0.8 0.68
C 8.2772 -3.1086 3.4148 0.1 0.1 0.3 0.05
N 7.7926 -2.9478 2.0190 -0.1 0.2 -0.1 -0.43
O 7.3857 -1.8458 1.6887 0.1 -0.6 -0.1 0.06
O 7.8375 -3.9352 1.3019 0.1 0.6 0.3 0.04
H 8.1789 -2.1560 3.9321 0.0 -0.1 -0.2 0.10
H 7.6618 -3.8715 3.8903 0.2 0.0 -0.1 0.10
H 9.3213 -3.4157 3.3666 -0.2 -0.1 0.0 0.11
Cl -1.5381 0.8957 5.8028 -0.2 0.3 -0.4 0.43
K -4.1680 -5.7189 -6.2980 -0.4 -0.7 0.2 0.94
N -0.7971 8.0086 5.7615 0.2 0.5 0.4 -0.61
O 0.2591 7.7038 5.1907 -0.1 -0.1 -0.1 0.06
O -1.8318 7.3678 5.5284 -0.1 -0.2 -0.1 0.06
O -0.8194 8.9469 6.5593 0.0 -0.4 -0.3 0.10
Be 1.3779 0.7235 -0.2960 0.3 -0.1 0.0 0.48
```
Forces are in eV/Å.

- Net charge: +2
- Total energy: -4372.287378 a.u.
- LUMO energy: -9.008 eV
- HOMO: -10.955 eV